(1)
C5H9N | the ωB97M-V functional and the def2-TZVPD basis

## Properties
- energy relative to the best compared isomer or geometry (same formula, charge and spin) (kJ/mol) = 47.3
- <S²> = 2.0160
- LUMO level (alpha / beta) (eV) = 1.061 / -2.664
- multiplicity = 3
- E_HOMO (alpha / beta) (eV) = -5.76 / -9.28
- charge = 0

```
15
Properties=species:S:1:pos:R:3:lowdin_charge:R:1
N 1.1752 1.4648 0.1930 0.110
C -1.0690 0.8710 -1.4802 -0.061
C -1.2609 -1.0509 -0.0658 0.079
C 0.6355 0.3192 0.3306 -0.455
C -0.5525 0.0164 -0.4061 -0.326
C 1.2724 -0.6471 1.2783 -0.088
H 2.0954 1.6614 0.7324 0.086
H -0.3989 0.9821 -2.4085 0.111
H 1.3909 -1.7529 0.9411 0.098
H 2.3638 -0.3638 1.6018 0.103
H -2.0806 0.3798 -1.8801 0.113
H -1.2763 1.8920 -1.1474 0.078
H -0.8341 -1.6612 0.6449 0.036
H -2.1365 -1.3177 -0.5240 0.045
H 0.6756 -0.7932 2.1900 0.070
```

(2)
C5H9N | the ωB97M-V functional and the def2-TZVPD basis

## Properties
- energy relative to the best compared isomer or geometry (same formula, charge and spin) (kJ/mol) = 306.2
- <S²> = 0.7616
- LUMO level (alpha / beta) (eV) = -5.782 / -8.847
- multiplicity = 2
- E_HOMO (alpha / beta) (eV) = -15.82 / -15.70
- charge = +1

```
15
Properties=species:S:1:pos:R:3:lowdin_charge:R:1
N 0.6675 -0.9094 -0.9550 0.106
C 0.3417 -0.0496 0.2117 -0.183
C 1.8012 -1.6175 -0.8656 0.139
C 0.7925 -0.2051 1.4834 0.260
C -0.4826 1.1785 -0.1762 -0.187
C -1.9350 0.8082 -0.3665 -0.093
H 0.6146 0.5378 2.1842 0.090
H 1.3316 -1.0334 1.8626 0.094
H -2.2784 0.3162 0.5545 0.084
H 2.1339 -2.0594 -1.7714 0.088
H -0.0983 1.6847 -1.1160 0.157
H 2.2109 -2.0712 0.0562 0.108
H -0.3939 1.8007 0.7569 0.129
H -2.1525 -0.0154 -1.1751 0.126
H -2.5532 1.6350 -0.6837 0.082
```

(3)
C5H9N2 | the ωB97M-V functional and the def2-TZVPD basis

## Properties
- energy relative to the best compared isomer or geometry (same formula, charge and spin) (kJ/mol) = 459.2
- LUMO level (eV) = -6.045
- E_HOMO (eV) = -15.22
- charge = +1

```
16
Properties=species:S:1:pos:R:3:lowdin_charge:R:1
N 0.6147 0.0080 0.7394 0.212
N 0.0443 -1.0721 -0.9512 0.209
C -0.3424 0.1015 -0.1395 -0.248
C 2.0584 -2.2873 0.1676 0.029
C 1.0023 -1.2966 -0.0259 -0.110
C -1.3477 1.1549 -0.3113 -0.196
C -1.3251 2.2767 0.6773 -0.111
H 2.9759 -1.9057 -0.3728 0.142
H -2.4206 0.7726 -0.3117 0.158
H 2.2808 -2.3239 1.2526 0.118
H -2.3489 2.7743 0.9186 0.121
H -1.0604 1.6195 -1.3399 0.172
H -0.8470 1.8396 1.5552 0.069
H -0.8192 3.2282 0.2667 0.113
H -0.3673 -1.5816 -1.7088 0.165
H 1.9021 -3.3080 -0.4163 0.158
```

(4)
C5H9N2 | the ωB97M-V functional and the def2-TZVPD basis

## Properties
- energy relative to the best compared isomer or geometry (same formula, charge and spin) (kJ/mol) = 915.4
- LUMO level (alpha / beta) (eV) = -6.486 / -7.369
- E_HOMO (alpha / beta) (eV) = -15.79 / -14.89
- charge = +1

```
16
Properties=species:S:1:pos:R:3:lowdin_charge:R:1
N -0.0459 0.0803 0.0956 -0.290
N 0.4641 0.4151 4.4824 0.039
C -1.3731 0.7714 0.3450 0.028
C -0.1276 1.2762 0.8863 0.094
C 0.0804 0.6498 3.4252 -0.089
C 0.6761 0.2556 -1.1349 -0.014
C 0.2564 -1.2230 0.7866 0.021
H -0.3931 -2.0351 0.3849 0.130
H -2.0352 1.1991 -0.5886 0.213
H 1.5322 0.9797 -1.0471 0.133
H 0.1261 0.8507 -1.9231 0.125
H 0.8342 -0.8255 -1.5797 0.162
H 1.3987 -1.4165 0.7420 0.159
H -2.0451 0.1937 0.9707 0.137
H -0.0425 -1.2911 1.7926 0.051
H 0.5242 2.0051 1.1916 0.101
```